{
  "formula": "C78H180N12O12",
  "method": "the ωB97M-V functional and the def2-TZVPD basis",
  "symbols": ["C", "C", "C", "O", "C", "N", "H", "H", "H", "H", "H", "H", "H", "H", "H", "H", "H", "C", "C", "C", "O", "C", "N", "H", "H", "H", "H", "H", "H", "H", "H", "H", "H", "H", "C", "C", "C", "O", "C", "N", "H", "H", "H", "H", "H", "H", "H", "H", "H", "H", "H", "C", "C", "C", "O", "C", "N", "H", "H", "H", "H", "H", "H", "H", "H", "H", "H", "H", "C", "C", "C", "O", "C", "N", "H", "H", "H", "H", "H", "H", "H", "H", "H", "H", "H", "C", "C", "C", "O", "C", "N", "H", "H", "H", "H", "H", "H", "H", "H", "H", "H", "H", "C", "C", "C", "C", "C", "C", "N", "O", "C", "C", "C", "H", "H", "H", "H", "H", "H", "H", "H", "H", "H", "H", "H", "H", "H", "H", "H", "H", "H", "H", "C", "C", "C", "C", "C", "C", "N", "O", "C", "C", "C", "H", "H", "H", "H", "H", "H", "H", "H", "H", "H", "H", "H", "H", "H", "H", "H", "H", "H", "H", "C", "C", "C", "C", "C", "C", "N", "O", "C", "C", "C", "H", "H", "H", "H", "H", "H", "H", "H", "H", "H", "H", "H", "H", "H", "H", "H", "H", "H", "H", "C", "C", "C", "C", "C", "C", "N", "O", "C", "C", "C", "H", "H", "H", "H", "H", "H", "H", "H", "H", "H", "H", "H", "H", "H", "H", "H", "H", "H", "H", "C", "C", "C", "C", "C", "C", "N", "O", "C", "C", "C", "H", "H", "H", "H", "H", "H", "H", "H", "H", "H", "H", "H", "H", "H", "H", "H", "H", "H", "H", "C", "C", "C", "C", "C", "C", "N", "O", "C", "C", "C", "H", "H", "H", "H", "H", "H", "H", "H", "H", "H", "H", "H", "H", "H", "H", "H", "H", "H", "H"],
  "coordinates": [[-2.562, 5.684, 4.441], [-1.484, 4.771, 3.803], [-2.047, 3.759, 2.808], [-2.728, 4.396, 1.726], [-3.377, 3.474, 0.860], [-0.350, 5.521, 3.191], [-2.937, 6.382, 3.659], [-2.234, 6.371, 5.249], [-3.399, 5.050, 4.789], [-1.046, 4.133, 4.597], [-2.740, 3.074, 3.436], [-1.245, 3.134, 2.380], [-3.980, 4.090, 0.184], [-3.922, 2.757, 1.480], [-2.637, 2.958, 0.227], [0.062, 6.169, 3.867], [-0.658, 6.096, 2.391], [8.070, -1.002, -3.262], [7.505, 0.199, -2.719], [6.817, 1.019, -3.772], [7.681, 1.538, -4.809], [8.652, 2.463, -4.437], [6.624, -0.064, -1.641], [8.891, -0.823, -3.985], [7.294, -1.599, -3.752], [8.488, -1.609, -2.454], [8.361, 0.749, -2.306], [6.239, 1.858, -3.326], [6.138, 0.357, -4.349], [8.255, 3.280, -3.818], [9.005, 2.903, -5.395], [9.571, 2.104, -3.921], [6.396, 0.825, -1.220], [5.789, -0.575, -1.984], [4.828, 5.038, 0.869], [6.267, 4.445, 0.570], [7.392, 5.323, 1.073], [8.696, 4.880, 0.867], [9.124, 4.830, -0.455], [6.454, 3.062, 1.074], [4.848, 5.339, 1.949], [4.042, 4.248, 0.802], [4.519, 5.810, 0.165], [6.236, 4.366, -0.537], [7.275, 5.445, 2.163], [7.243, 6.360, 0.674], [9.110, 5.845, -0.881], [8.463, 4.126, -1.089], [10.167, 4.426, -0.479], [7.072, 3.028, 1.907], [5.593, 2.557, 1.347], [3.621, -1.688, -3.690], [3.435, -0.542, -4.673], [2.066, -0.675, -5.444], [1.933, -1.806, -6.171], [2.344, -1.547, -7.497], [3.330, 0.792, -4.098], [2.863, -1.633, -2.911], [4.608, -1.594, -3.197], [3.650, -2.741, -4.081], [4.153, -0.564, -5.489], [1.832, 0.177, -6.090], [1.298, -0.645, -4.663], [2.391, -2.541, -7.991], [3.303, -1.101, -7.612], [1.666, -0.881, -8.019], [2.438, 0.838, -3.595], [4.127, 0.924, -3.468], [3.793, 5.140, -3.158], [2.636, 4.117, -3.129], [1.494, 4.523, -2.156], [1.805, 4.173, -0.817], [0.814, 4.584, 0.112], [2.143, 3.862, -4.475], [4.601, 4.834, -3.805], [4.138, 5.287, -2.135], [3.418, 6.164, -3.376], [2.972, 3.186, -2.677], [0.592, 4.087, -2.514], [1.395, 5.626, -2.136], [0.497, 5.552, -0.237], [1.266, 4.611, 1.116], [-0.005, 3.837, 0.185], [2.509, 3.002, -4.856], [2.353, 4.653, -5.079], [2.569, 0.779, -0.500], [1.177, 0.288, -0.931], [0.216, 0.328, 0.205], [-1.038, -0.234, -0.237], [-2.158, 0.017, 0.583], [0.641, 1.015, -2.099], [2.672, 0.571, 0.553], [2.747, 1.864, -0.648], [3.329, 0.310, -1.103], [1.324, -0.804, -1.139], [0.015, 1.394, 0.499], [0.584, -0.245, 1.037], [-1.885, 0.014, 1.649], [-2.901, -0.719, 0.333], [-2.653, 0.970, 0.427], [0.677, 2.002, -1.876], [-0.356, 0.751, -2.128], [-6.689, -0.173, -1.524], [-7.103, -0.317, -0.038], [-7.586, 1.108, 0.413], [-8.252, 1.209, 1.785], [-9.417, 0.217, 1.879], [-8.961, -1.213, 1.450], [-8.219, -1.229, 0.127], [-7.738, -2.596, -0.103], [-8.244, -1.812, 2.644], [-10.253, -2.073, 1.233], [-5.817, -0.594, 0.767], [-7.559, -0.016, -2.169], [-6.111, -0.928, -2.013], [-6.105, 0.764, -1.609], [-6.753, 1.804, 0.421], [-8.216, 1.504, -0.373], [-8.650, 2.178, 1.993], [-7.542, 0.969, 2.512], [-10.223, 0.466, 1.209], [-9.741, 0.289, 2.919], [-8.899, -1.763, 3.510], [-7.882, -2.818, 2.472], [-7.270, -1.314, 2.935], [-11.032, -1.557, 0.637], [-10.018, -3.042, 0.819], [-10.660, -2.125, 2.255], [-4.880, -0.416, 0.254], [-5.910, -1.653, 0.970], [-5.885, -0.119, 1.737], [-8.115, -2.842, -0.985], [-0.800, -2.162, 5.803], [-1.940, -2.351, 4.799], [-1.309, -2.512, 3.443], [-2.240, -2.998, 2.303], [-2.889, -4.338, 2.789], [-3.587, -4.197, 4.145], [-2.596, -3.660, 5.103], [-3.204, -3.587, 6.427], [-4.869, -3.304, 4.039], [-4.009, -5.609, 4.545], [-2.855, -1.081, 4.907], [-0.166, -3.065, 5.768], [-1.132, -1.907, 6.769], [-0.224, -1.341, 5.415], [-0.823, -1.521, 3.238], [-0.435, -3.193, 3.610], [-1.729, -3.222, 1.359], [-2.991, -2.260, 2.049], [-2.178, -5.179, 2.768], [-3.654, -4.719, 2.084], [-4.915, -2.675, 4.943], [-4.887, -2.578, 3.201], [-5.751, -3.902, 3.957], [-3.084, -6.188, 4.673], [-4.603, -5.751, 5.461], [-4.557, -6.012, 3.691], [-3.524, -1.057, 4.074], [-2.239, -0.157, 4.878], [-3.479, -1.079, 5.801], [-2.743, -4.195, 6.988], [-0.263, -5.042, -2.937], [-0.880, -3.659, -3.204], [-1.554, -3.726, -4.563], [-2.896, -4.481, -4.533], [-3.817, -3.856, -3.447], [-3.155, -3.741, -2.032], [-1.814, -3.112, -2.204], [-1.278, -3.027, -0.884], [-4.083, -2.855, -1.193], [-3.158, -5.140, -1.423], [0.264, -2.704, -3.372], [0.376, -5.266, -3.774], [-1.044, -5.837, -2.926], [0.353, -5.053, -2.014], [-1.648, -2.717, -4.895], [-0.903, -4.244, -5.272], [-2.625, -5.544, -4.348], [-3.323, -4.324, -5.509], [-4.735, -4.431, -3.326], [-4.189, -2.877, -3.783], [-4.197, -1.817, -1.511], [-5.091, -3.233, -1.149], [-3.824, -2.840, -0.094], [-2.858, -5.892, -2.154], [-2.456, -5.288, -0.614], [-4.190, -5.390, -1.161], [-0.066, -1.674, -3.334], [0.787, -2.860, -4.336], [0.972, -2.883, -2.577], [-1.047, -2.075, -0.771], [4.829, 0.260, 6.733], [3.459, 0.754, 6.305], [2.881, 1.759, 7.262], [1.654, 2.511, 6.713], [1.974, 3.130, 5.330], [2.603, 2.171, 4.312], [3.721, 1.477, 5.012], [4.357, 0.541, 4.081], [1.630, 1.190, 3.559], [3.225, 3.007, 3.254], [2.558, -0.485, 6.169], [5.260, -0.532, 6.070], [4.680, -0.078, 7.752], [5.571, 1.066, 6.771], [2.660, 1.313, 8.224], [3.661, 2.463, 7.497], [1.370, 3.277, 7.432], [0.819, 1.846, 6.563], [2.681, 3.984, 5.451], [1.043, 3.472, 4.846], [0.880, 1.883, 3.105], [2.089, 0.506, 2.818], [1.178, 0.462, 4.235], [2.447, 3.647, 2.962], [4.062, 3.567, 3.691], [3.572, 2.357, 2.438], [2.538, -1.136, 7.027], [2.884, -1.061, 5.315], [1.530, -0.245, 6.038], [5.296, 0.732, 4.178], [2.298, -3.409, 3.182], [2.717, -3.372, 1.677], [3.614, -2.163, 1.496], [4.359, -2.274, 0.191], [5.196, -3.557, 0.081], [4.417, -4.836, 0.196], [3.587, -4.648, 1.448], [2.755, -5.855, 1.703], [3.728, -5.127, -1.150], [5.361, -6.102, 0.446], [1.572, -3.233, 0.645], [1.676, -2.514, 3.305], [3.147, -3.281, 3.939], [1.727, -4.277, 3.415], [2.967, -1.281, 1.470], [4.318, -1.926, 2.297], [5.007, -1.376, 0.091], [3.688, -2.196, -0.663], [5.995, -3.588, 0.814], [5.732, -3.558, -0.866], [2.921, -5.852, -1.219], [3.312, -4.214, -1.668], [4.484, -5.408, -1.900], [6.182, -6.157, -0.279], [5.647, -5.989, 1.451], [4.742, -7.031, 0.383], [1.210, -2.228, 0.469], [0.737, -3.833, 0.910], [1.986, -3.531, -0.310], [2.895, -5.845, 2.661], [-3.082, 0.587, -2.883], [-2.951, 1.111, -4.302], [-4.151, 0.633, -5.222], [-5.453, 1.403, -5.012], [-5.175, 2.928, -5.090], [-4.085, 3.450, -4.101], [-2.897, 2.619, -4.431], [-1.702, 3.047, -3.752], [-3.769, 4.926, -4.459], [-4.542, 3.356, -2.640], [-1.636, 0.465, -4.859], [-4.123, 0.474, -2.574], [-2.661, 1.287, -2.155], [-2.515, -0.275, -2.554], [-3.730, 0.748, -6.246], [-4.370, -0.407, -5.033], [-5.834, 1.274, -4.003], [-6.198, 1.025, -5.719], [-6.084, 3.558, -5.050], [-4.805, 3.185, -6.088], [-4.620, 5.490, -4.098], [-2.886, 5.330, -3.988], [-3.603, 4.908, -5.535], [-3.714, 3.696, -2.038], [-5.385, 4.007, -2.456], [-4.779, 2.346, -2.297], [-1.885, -0.553, -5.044], [-0.849, 0.553, -4.091], [-1.282, 0.902, -5.757], [-1.098, 3.352, -4.451]],
  "e_lumo_ev": 0.45,
  "gap_ha": 0.3183,
  "de_lowest_kcal_mol": 15.9,
  "smiles": "CC1(C)CCCC(C)(C)N1O.CC1(C)CCCC(C)(C)N1O.CC1(C)CCCC(C)(C)N1O.CC1(C)CCCC(C)(C)N1O.CC1(C)CCCC(C)(C)N1O.CC1(C)CCCC(C)(C)N1O.COC[C@H](C)N.COC[C@H](C)N.COC[C@H](C)N.COC[C@H](C)N.COC[C@H](C)N.COC[C@H](C)N",
  "homo_ev": -8.207,
  "e_tot_ev": -126245.5180
}